{
  "formula": "C41H44F10N8O6PPbSTe",
  "method": "the ωB97M-V functional and the def2-TZVPD basis",
  "homo_energy_ha": -0.1612,
  "e_lumo_ev": 2.221,
  "charge": -1,
  "max_force_ha_per_bohr": 0.020,
  "spin_multiplicity": 1,
  "energy_ev": -127277.704,
  "e_above_lowest_kj_mol": 0.0,
  "elements": ["Pb", "C", "N", "C", "C", "N", "C", "C", "F", "C", "F", "C", "F", "C", "F", "C", "F", "C", "C", "N", "C", "C", "F", "C", "F", "C", "F", "C", "F", "C", "F", "H", "H", "H", "H", "H", "H", "H", "H", "H", "H", "H", "N", "C", "C", "C", "C", "C", "C", "S", "O", "O", "N", "C", "N", "C", "C", "C", "N", "H", "H", "H", "H", "H", "H", "H", "H", "H", "C", "O", "P", "O", "C", "O", "C", "H", "H", "H", "H", "H", "H", "H", "H", "H", "C", "Te", "C", "C", "C", "C", "C", "C", "C", "H", "H", "H", "H", "H", "H", "H", "H", "C", "N", "C", "C", "O", "H", "H", "H", "H", "H", "H", "H"],
  "coordinates": [[0.457, -0.119, 0.107], [-0.446, -0.069, 3.368], [0.656, -0.643, 2.587], [0.540, -2.109, 2.653], [1.466, -2.912, 1.741], [1.642, -2.299, 0.436], [2.358, -2.966, -0.487], [2.805, -4.309, -0.466], [2.517, -5.124, 0.582], [3.530, -4.898, -1.487], [3.867, -6.195, -1.386], [3.913, -4.187, -2.604], [4.606, -4.764, -3.605], [3.546, -2.854, -2.658], [3.945, -2.101, -3.699], [2.795, -2.290, -1.655], [2.490, -0.975, -1.786], [1.943, -0.135, 3.111], [3.077, -0.087, 2.101], [2.718, 0.842, 1.041], [3.669, 1.208, 0.169], [3.459, 2.318, -0.684], [2.320, 3.042, -0.539], [4.355, 2.768, -1.627], [4.056, 3.859, -2.362], [5.567, 2.134, -1.816], [6.434, 2.545, -2.764], [5.852, 1.064, -0.990], [7.030, 0.431, -1.121], [4.952, 0.632, -0.035], [5.351, -0.430, 0.707], [-0.392, -0.392, 4.417], [-1.403, -0.371, 2.945], [-0.383, 1.016, 3.327], [-0.490, -2.338, 2.385], [0.701, -2.447, 3.688], [1.012, -3.907, 1.688], [2.441, -3.043, 2.234], [2.245, -0.736, 3.981], [1.769, 0.889, 3.445], [3.284, -1.093, 1.726], [3.968, 0.254, 2.645], [-8.682, 4.109, -1.553], [-7.401, 3.539, -1.434], [-6.262, 4.301, -1.678], [-4.999, 3.756, -1.495], [-4.863, 2.441, -1.081], [-5.989, 1.672, -0.830], [-7.248, 2.222, -1.004], [-3.011, 1.749, 0.671], [-3.604, 1.905, -0.927], [-4.184, 1.529, 1.521], [-2.131, 0.426, 0.494], [-2.619, -0.818, 0.249], [-1.652, -1.774, 0.269], [-2.012, -3.029, 0.063], [-3.328, -3.391, -0.148], [-4.241, -2.347, -0.173], [-3.919, -1.076, 0.012], [-8.731, 4.891, -2.185], [-9.420, 3.443, -1.715], [-6.366, 5.331, -2.002], [-4.104, 4.340, -1.670], [-5.848, 0.654, -0.491], [-8.131, 1.622, -0.809], [-1.206, -3.758, 0.068], [-3.622, -4.419, -0.303], [-5.295, -2.543, -0.353], [0.962, -1.642, -4.849], [-0.233, -0.922, -4.564], [-0.779, -0.908, -3.006], [-1.171, -2.471, -2.797], [-2.100, -3.140, -3.649], [-2.265, -0.358, -3.363], [-2.469, 0.981, -3.822], [0.971, -1.845, -5.919], [0.994, -2.592, -4.310], [1.849, -1.063, -4.589], [-1.963, -4.208, -3.491], [-1.917, -2.895, -4.697], [-3.120, -2.858, -3.389], [-2.532, 1.659, -2.973], [-3.411, 0.983, -4.367], [-1.666, 1.287, -4.495], [1.278, 4.228, 2.194], [-0.195, 3.104, 1.097], [-1.431, 3.656, 2.778], [-0.771, 4.813, 3.478], [-1.462, 5.607, 4.392], [-0.850, 6.703, 4.980], [0.465, 7.015, 4.653], [1.160, 6.220, 3.757], [0.554, 5.110, 3.170], [1.892, 4.817, 1.513], [1.939, 3.521, 2.700], [-1.572, 2.811, 3.455], [-2.420, 3.934, 2.420], [-2.493, 5.366, 4.629], [-1.399, 7.317, 5.682], [0.944, 7.881, 5.093], [2.185, 6.463, 3.501], [1.772, 1.734, -3.996], [1.105, 2.958, -3.586], [1.409, 4.203, -4.275], [0.226, 2.954, -2.570], [-0.140, 1.966, -1.957], [2.843, 1.915, -4.093], [1.377, 1.370, -4.948], [1.607, 0.975, -3.235], [2.159, 4.004, -5.036], [1.815, 4.944, -3.586], [0.523, 4.615, -4.763], [-0.152, 3.959, -2.319]]
}

{
  "formula": "C41H44F5GaN",
  "method": "the ωB97M-V functional and the def2-TZVPD basis",
  "homo_energy_ha": -0.1674,
  "e_lumo_ev": 2.339,
  "charge": -1,
  "max_force_ha_per_bohr": 0.042,
  "spin_multiplicity": 1,
  "energy_ev": -110684.101,
  "e_above_lowest_kj_mol": 37.6,
  "elements": ["C", "C", "C", "C", "C", "C", "Ga", "C", "C", "C", "C", "C", "N", "H", "H", "H", "H", "H", "H", "H", "H", "H", "H", "H", "H", "H", "H", "H", "H", "H", "H", "H", "F", "C", "C", "C", "C", "C", "C", "H", "H", "H", "H", "H", "F", "C", "C", "C", "C", "C", "C", "H", "H", "H", "H", "H", "F", "C", "C", "C", "C", "C", "C", "H", "H", "H", "H", "H", "F", "C", "C", "C", "C", "C", "C", "H", "H", "H", "H", "H", "F", "C", "C", "C", "C", "C", "C", "H", "H", "H", "H", "H"],
  "coordinates": [[-1.230, 1.969, 2.378], [-1.752, 3.384, 2.070], [-1.551, 3.814, 0.612], [-0.082, 3.741, 0.099], [-0.038, 2.957, -1.220], [1.369, 2.576, -1.723], [2.495, 1.467, -0.377], [1.220, -0.051, 0.245], [0.484, -0.731, -0.716], [-0.392, -1.711, -0.319], [-0.512, -1.985, 1.023], [0.269, -1.270, 1.888], [1.131, -0.315, 1.559], [-1.646, 1.204, 1.720], [-1.500, 1.718, 3.410], [-0.142, 1.999, 2.350], [-2.819, 3.403, 2.329], [-1.226, 4.072, 2.745], [-2.216, 3.195, -0.002], [-1.925, 4.842, 0.532], [0.223, 4.782, -0.064], [0.581, 3.338, 0.864], [-0.505, 3.600, -1.986], [-0.694, 2.085, -1.120], [1.203, 1.883, -2.563], [1.935, 3.433, -2.090], [2.810, 2.422, 0.878], [3.819, 0.877, -1.079], [0.562, -0.494, -1.771], [-0.982, -2.262, -1.049], [-1.204, -2.726, 1.407], [0.159, -1.483, 2.954], [-3.546, -0.033, 3.928], [-4.542, 0.716, 4.434], [-4.237, 1.706, 5.347], [-5.265, 2.481, 5.865], [-6.577, 2.251, 5.473], [-6.863, 1.247, 4.557], [-5.839, 0.475, 4.027], [-3.209, 1.865, 5.644], [-5.041, 3.265, 6.575], [-7.377, 2.854, 5.882], [-7.885, 1.064, 4.253], [-6.039, -0.306, 3.306], [2.384, -4.753, -4.103], [3.135, -3.737, -3.603], [2.626, -2.966, -2.577], [3.397, -1.932, -2.066], [4.656, -1.678, -2.593], [5.148, -2.462, -3.627], [4.385, -3.505, -4.137], [1.639, -3.174, -2.184], [3.014, -1.321, -1.256], [5.248, -0.866, -2.193], [6.128, -2.261, -4.041], [4.754, -4.133, -4.938], [-2.724, -7.368, -5.573], [-1.855, -6.560, -6.216], [-0.669, -6.218, -5.596], [0.225, -5.392, -6.261], [-0.083, -4.912, -7.528], [-1.282, -5.263, -8.133], [-2.176, -6.098, -7.476], [-0.452, -6.596, -4.606], [1.158, -5.123, -5.792], [0.614, -4.264, -8.043], [-1.525, -4.886, -9.118], [-3.112, -6.390, -7.933], [3.714, 4.425, -3.378], [4.448, 5.409, -2.845], [3.924, 6.146, -1.801], [4.687, 7.163, -1.246], [5.954, 7.436, -1.744], [6.463, 6.687, -2.797], [5.709, 5.662, -3.350], [2.932, 5.920, -1.431], [4.291, 7.742, -0.422], [6.546, 8.233, -1.311], [7.449, 6.901, -3.188], [6.091, 5.060, -4.165], [-4.465, -2.659, 7.688], [-3.408, -3.090, 6.968], [-3.039, -2.397, 5.832], [-1.951, -2.840, 5.097], [-1.253, -3.972, 5.498], [-1.641, -4.658, 6.640], [-2.724, -4.214, 7.386], [-3.597, -1.525, 5.531], [-1.649, -2.300, 4.209], [-0.406, -4.316, 4.918], [-1.100, -5.543, 6.952], [-3.038, -4.731, 8.284]]
}